Computed, not measured: a cluster of 3 separate species, C37H47IN6O3S in total, with ωB97M-V/def2-TZVPD.

```
95
Properties=species:S:1:pos:R:3
C -3.957 2.017 -6.277
C -5.110 2.326 -5.317
C -5.412 1.192 -4.323
I -6.708 1.999 -2.762
C -4.249 0.508 -3.669
C -4.197 -0.900 -3.671
C -5.281 -1.783 -4.249
C -4.898 -2.441 -5.588
C -4.174 -3.784 -5.495
C -4.931 -4.869 -4.711
C -4.378 -5.175 -3.322
N -2.960 -5.560 -3.316
C -3.095 -1.553 -3.112
C -2.029 -0.885 -2.535
C -0.853 -1.625 -1.975
C -2.089 0.515 -2.493
C -3.186 1.186 -3.046
S -3.182 2.962 -2.889
C -1.456 3.268 -3.152
C -1.017 4.385 -3.849
C 0.346 4.597 -4.016
C 1.240 3.660 -3.512
O 2.590 3.894 -3.724
N 3.414 3.500 -2.567
O 3.872 4.429 -2.071
C 0.805 2.531 -2.826
C -0.559 2.341 -2.624
N -0.995 1.212 -1.876
C -1.275 1.562 -0.450
C -0.109 1.163 0.458
N 0.601 2.346 0.955
C 0.034 2.865 2.209
C 0.413 2.100 3.482
C 2.014 2.171 1.015
C 2.613 0.836 1.367
O 2.730 3.097 0.762
H -3.308 2.890 -6.332
H -4.290 1.823 -7.293
H -3.325 1.195 -5.949
H -4.972 3.266 -4.806
H -6.017 2.461 -5.907
H -6.046 0.488 -4.831
H -6.229 -1.273 -4.349
H -5.472 -2.561 -3.511
H -4.217 -1.753 -6.097
H -5.760 -2.526 -6.247
H -4.044 -4.140 -6.516
H -3.171 -3.645 -5.099
H -5.950 -4.513 -4.546
H -5.028 -5.793 -5.276
H -4.967 -5.977 -2.877
H -4.505 -4.311 -2.668
H -2.538 -5.498 -4.230
H -2.427 -5.005 -2.666
H -3.064 -2.633 -3.137
H 0.046 -1.027 -2.099
H -0.702 -2.577 -2.477
H -0.975 -1.798 -0.907
H -1.762 5.069 -4.226
H 0.725 5.467 -4.528
H 1.500 1.813 -2.425
H -2.208 1.091 -0.156
H -1.382 2.644 -0.382
H -0.509 0.577 1.296
H 0.564 0.508 -0.083
H -1.048 2.812 2.101
H 0.329 3.903 2.321
H 0.270 1.028 3.388
H -0.241 2.446 4.280
H 1.435 2.320 3.779
H 3.608 1.007 1.753
H 2.055 0.291 2.117
H 2.700 0.223 0.470
N 3.564 -0.202 4.162
C 4.389 0.734 4.631
C 5.329 0.504 5.623
C 5.418 -0.768 6.165
C 4.567 -1.753 5.691
C 3.664 -1.420 4.694
H 4.286 1.717 4.182
H 5.974 1.304 5.962
H 6.136 -0.987 6.946
H 4.601 -2.759 6.086
H 2.982 -2.163 4.293
N 6.700 -1.182 9.660
C 7.526 -0.247 10.126
C 8.469 -0.476 11.115
C 8.560 -1.749 11.654
C 7.708 -2.735 11.183
C 6.802 -2.401 10.188
H 7.420 0.736 9.679
H 9.115 0.323 11.453
H 9.283 -1.969 12.429
H 7.744 -3.741 11.576
H 6.119 -3.144 9.790
```

The energy relative to the best compared isomer or geometry (same formula, charge and spin) is 20.8 kJ/mol. As for the lowest unoccupied orbital energy: 0.0 eV. The charge is 0. For the molecular weight, the calculation gives 782.8 g/mol. The calculation puts the highest occupied orbital energy at -0.2906 hartree. The SMILES is CC[C@H](I)c1c(CCCCCN)cc(C)c2c1Sc1ccc(ON=O)cc1N2CCN(CC)C(C)=O.c1ccncc1.c1ccncc1. Its gap between HOMO and LUMO is 7.93 eV.

Here are the Mulliken charges for atoms 1 to 2, given in e: atom 1 (C): -1.21, atom 2 (C): -0.45

---

Computed, not measured: a cluster of 9 separate species, C37H49BN7O11 in total at a distorted geometry, with ωB97M-V/def2-TZVPD.

```
105
Properties=species:S:1:pos:R:3
O -3.722 3.042 -0.678
C -2.719 2.541 -0.279
O -2.049 1.587 -0.874
B -0.832 1.294 -0.078
O -0.812 2.333 0.970
C -1.963 2.975 0.996
O -2.281 3.844 1.738
O 0.395 1.327 -0.868
C 1.094 0.216 -0.618
O 2.165 -0.045 -1.079
C 0.231 -0.656 0.349
O -0.959 -0.085 0.445
O 0.569 -1.701 0.806
N 0.628 -5.639 -3.032
C 1.118 -6.295 -1.994
C 0.846 -5.979 -0.668
C 0.266 -4.749 -0.413
C -0.208 -4.007 -1.485
C 0.019 -4.480 -2.767
H 1.665 -7.216 -2.186
H 1.230 -6.619 0.117
H 0.001 -4.390 0.574
H -0.774 -3.115 -1.266
H -0.504 -4.019 -3.592
N -3.798 -1.388 2.023
C -4.408 -0.943 0.923
C -4.934 0.326 0.818
C -4.783 1.216 1.866
C -4.105 0.773 2.989
C -3.635 -0.530 3.019
H -4.340 -1.585 0.051
H -5.444 0.730 -0.047
H -5.042 2.263 1.769
H -3.998 1.414 3.857
H -3.044 -0.913 3.842
C -1.256 1.113 -4.639
C -0.595 -0.037 -3.883
O -1.480 -0.253 -2.770
C -2.693 0.292 -3.051
O -3.657 0.155 -2.383
O -2.614 1.036 -4.176
H -1.280 0.881 -5.703
H -0.795 2.088 -4.499
H 0.388 0.209 -3.484
H -0.483 -0.946 -4.468
C 4.800 2.399 -3.609
C 4.097 2.285 -2.247
C 5.117 1.888 -1.184
C 5.564 0.494 -1.078
N 6.026 -0.554 -0.984
H 5.227 3.393 -3.772
H 4.246 2.043 -4.473
H 5.713 1.788 -3.580
H 3.234 1.639 -2.410
H 3.583 3.198 -1.943
H 4.798 2.165 -0.177
H 6.027 2.447 -1.424
C -0.010 -0.205 5.084
C 0.286 0.279 3.654
C 0.903 1.674 3.636
C 2.140 1.727 4.416
N 3.081 1.730 5.063
H -0.597 -1.125 5.047
H -0.734 0.494 5.527
H 0.857 -0.279 5.735
H -0.645 0.192 3.096
H 0.996 -0.451 3.252
H 0.236 2.435 4.054
H 1.077 2.023 2.617
C 5.547 -1.884 -4.617
C 4.585 -2.218 -3.454
C 3.338 -1.352 -3.422
C 2.619 -1.103 -4.663
N 1.960 -0.781 -5.546
H 5.021 -1.459 -5.473
H 6.106 -2.760 -4.932
H 6.215 -1.095 -4.260
H 5.128 -2.230 -2.515
H 4.361 -3.277 -3.628
H 3.688 -0.399 -3.031
H 2.625 -1.861 -2.772
C -5.461 6.608 2.777
C -4.628 6.382 1.511
C -5.411 5.724 0.366
C -6.705 6.323 0.092
N -7.727 6.801 -0.095
H -6.340 7.233 2.592
H -4.902 7.158 3.540
H -5.754 5.669 3.247
H -3.912 5.635 1.858
H -4.055 7.262 1.228
H -5.447 4.644 0.516
H -4.744 5.771 -0.501
C 1.943 -5.035 2.258
C 1.847 -3.777 3.130
C 0.707 -3.798 4.131
C 0.659 -5.002 4.975
N 0.640 -5.898 5.683
H 2.491 -5.831 2.754
H 2.425 -4.759 1.320
H 0.928 -5.327 1.984
H 1.626 -2.975 2.418
H 2.798 -3.451 3.552
H -0.284 -3.717 3.669
H 0.687 -2.964 4.839
```

As for the lowest unoccupied orbital energy: 2.1 eV. The charge is -1. For the molecular weight, the calculation gives 778.6 g/mol. The calculation puts the highest occupied orbital energy at -0.2802 hartree. Its gap between HOMO and LUMO is 9.70 eV.

Here are the Mulliken charges for atoms 1 to 2, given in e: atom 1 (O): -0.65, atom 2 (C): 0.19

---

Computed, not measured: a cluster of 2 separate species, C37H49Br2Cl2F3N3O5PS in total at a distorted geometry, with ωB97M-V/def2-TZVPD.

```
103
Properties=species:S:1:pos:R:3
C 0.379 7.615 -3.190
C -0.284 6.323 -3.711
C -0.437 5.293 -2.600
N -0.431 3.922 -3.113
C -0.734 2.956 -2.116
N 0.265 2.553 -1.393
C -0.049 1.691 -0.391
C 0.977 1.265 0.478
O 2.259 1.756 0.250
C 2.890 1.168 -0.843
O 3.072 0.001 -0.883
C 3.317 2.133 -1.874
C 3.292 1.712 -3.207
C 3.686 2.596 -4.209
C 4.100 3.888 -3.877
C 4.115 4.308 -2.545
C 3.712 3.430 -1.541
C 0.723 0.451 1.558
C 1.894 0.112 2.458
C 2.373 1.312 3.299
C 3.879 1.463 3.211
O 4.500 0.302 3.756
C 5.486 -0.254 2.926
C -0.629 0.003 1.817
P -0.746 -0.996 3.368
C -0.882 0.282 4.707
C -0.072 -0.135 5.953
C -2.283 -1.979 3.548
C -2.119 -2.824 4.828
C -1.642 0.381 0.942
C -3.084 -0.015 1.151
C -3.597 -1.390 0.626
C -2.652 -2.297 -0.125
F -1.476 -2.492 0.505
Br -3.548 -4.072 -0.143
C -2.316 -1.935 -1.615
F -2.090 -3.045 -2.352
F -1.169 -1.249 -1.652
Br -3.722 -0.977 -2.508
C -1.349 1.233 -0.158
N -2.362 1.660 -0.961
C -2.072 2.502 -1.905
C -3.190 3.052 -2.771
Cl -4.704 3.087 -1.847
C -3.302 2.390 -4.194
C -2.133 1.500 -4.580
Cl -4.843 1.525 -4.475
H 0.934 7.443 -2.271
H 1.069 8.027 -3.918
H -0.362 8.377 -2.966
H -1.277 6.602 -4.058
H 0.323 5.929 -4.519
H -1.324 5.509 -1.990
H 0.416 5.379 -1.931
H -1.025 3.815 -3.921
H 2.967 0.710 -3.439
H 3.669 2.265 -5.236
H 4.405 4.546 -4.676
H 4.442 5.311 -2.321
H 3.712 3.768 -0.517
H 1.695 -0.766 3.054
H 2.703 -0.157 1.785
H 1.962 2.241 2.906
H 2.075 1.215 4.341
H 4.152 1.530 2.159
H 4.222 2.351 3.743
H 5.117 -0.449 1.915
H 5.806 -1.203 3.341
H 6.356 0.403 2.833
H -0.512 1.223 4.310
H -1.934 0.422 4.949
H 0.660 0.625 6.208
H 0.428 -1.083 5.785
H -0.730 -0.241 6.811
H -3.198 -1.401 3.689
H -2.455 -2.666 2.729
H -3.017 -3.417 4.975
H -1.223 -3.434 4.797
H -2.039 -2.152 5.682
H -3.711 0.759 0.722
H -3.271 0.027 2.218
H -4.502 -1.245 0.053
H -3.920 -1.952 1.493
H -2.956 4.096 -2.940
H -3.337 3.208 -4.905
H -2.423 0.943 -5.467
H -1.870 0.768 -3.825
H -1.249 2.067 -4.858
C -0.627 -8.369 -1.005
C -0.388 -6.915 -0.578
C -0.486 -6.864 0.952
S -0.001 -8.493 1.540
O -1.139 -9.117 2.165
O 1.267 -8.409 2.218
C 0.234 -9.223 -0.079
H -0.369 -8.532 -2.050
H -1.680 -8.626 -0.874
H 0.609 -6.601 -0.893
H -1.105 -6.235 -1.036
H 0.180 -6.122 1.383
H -1.506 -6.683 1.285
H -0.060 -10.269 -0.045
H 1.291 -9.137 -0.326
```

As for the lowest unoccupied orbital energy: -0.5 eV. The charge is 0. For the molecular weight, the calculation gives 966.6 g/mol. The calculation puts the highest occupied orbital energy at -0.2955 hartree. The SMILES is CCCNc1nc2c(OC(=O)c3ccccc3)c(CCCOC)c(P(CC)CC)c(CC[C@@](F)(Br)C(F)(F)Br)c2nc1[C@H](Cl)[C@@H](C)Cl.O=S1(=O)CCCC1. Its gap between HOMO and LUMO is 7.55 eV.

Here are the Mulliken charges for atoms 1 to 2, given in e: atom 1 (C): -1.23, atom 2 (C): -0.38